The following is a DFT calculation (ωB97M-V/def2-TZVPD) of C43H48MnN5P2S2Si2 as an isolated structure.

Values from the calculation:
Electronic energy   -5150.4581 a.u.
Spin multiplicity   5
ΔE to the lowest compared entry with this formula, charge and spin   0.000 eV
<S²>   6.20
Kohn-Sham gap (alpha / beta)   7.250 / 8.310 eV

```
103
Properties=species:S:1:pos:R:3:mulliken_spin:R:1
Mn -1.15806 -0.51144 0.35829 3.97
C 2.04138 -4.31631 1.19469 0.00
Si 0.28581 -3.61180 1.17678 -0.01
C -0.72478 -4.63755 -0.03519 0.00
C -0.41944 -3.91348 2.89343 0.00
N 0.31648 -1.92127 0.76369 0.13
P 1.49249 -0.88016 0.41847 -0.09
C 0.61881 0.54283 0.24318 -0.17
P -0.10512 1.72608 -0.69154 -0.04
N -1.65870 1.31822 -0.55962 0.05
Si -3.03690 1.79861 -1.50312 0.02
C -4.62983 1.27645 -0.64981 0.00
C -3.06545 3.69461 -1.65826 0.00
C -3.03778 1.04669 -3.23431 0.00
C 0.28646 3.36979 -0.02134 0.01
C 1.37940 4.11405 -0.45277 0.01
C 1.72074 5.29577 0.18921 0.00
C 0.97261 5.74432 1.26738 0.00
C -0.11597 5.00329 1.70886 0.00
C -0.45114 3.82095 1.06978 -0.01
C 0.31423 1.88939 -2.45564 0.01
C 0.81685 0.81727 -3.17983 0.02
C 0.94831 0.89333 -4.55885 0.00
C 0.56727 2.04256 -5.23342 0.00
C 0.06079 3.12161 -4.51949 0.00
C -0.06431 3.04430 -3.14187 0.00
C 2.43192 -1.36936 -1.05639 0.01
C 1.95670 -2.37278 -1.89213 -0.01
C 2.57470 -2.62252 -3.10974 0.00
C 3.67245 -1.86857 -3.49820 0.00
C 4.15737 -0.86829 -2.66367 0.00
C 3.54114 -0.62203 -1.44810 0.00
C 2.76417 -0.70715 1.69661 0.00
C 2.57132 0.25590 2.68258 0.00
C 3.48646 0.39318 3.71462 0.00
C 4.61066 -0.41942 3.75816 0.00
C 4.82345 -1.36454 2.76376 0.00
C 3.90420 -1.50682 1.73552 0.00
H 1.95527 -5.40276 1.29017 0.00
H 2.60702 -3.95979 2.05704 0.00
H 2.62561 -4.11600 0.29565 0.00
H -0.61344 -5.69427 0.21998 0.00
H -0.41277 -4.51930 -1.07505 0.00
H -1.78451 -4.39906 0.03510 0.00
H -0.42055 -4.98702 3.09819 0.00
H -1.44184 -3.54775 2.99251 0.00
H 0.19156 -3.44300 3.66541 0.00
H -4.98092 2.03051 0.05812 0.00
H -4.52102 0.32518 -0.12507 0.00
H -5.42234 1.14340 -1.39041 0.00
H -2.29686 4.17526 -1.05025 0.00
H -4.02795 4.08397 -1.31907 0.00
H -2.92701 4.02374 -2.69014 0.00
H -3.46222 0.04040 -3.22434 0.00
H -2.03430 0.98591 -3.66044 0.00
H -3.64884 1.65203 -3.90874 0.00
H 1.97198 3.77565 -1.29460 0.00
H 2.57310 5.86576 -0.15747 0.00
H 1.23736 6.66861 1.76452 0.00
H -0.70573 5.34540 2.55001 0.00
H -1.29531 3.23736 1.41652 0.00
H 1.11167 -0.09098 -2.67087 -0.01
H 1.35106 0.04738 -5.10211 0.00
H 0.66319 2.09920 -6.30996 0.00
H -0.24048 4.02442 -5.03476 0.00
H -0.46467 3.89372 -2.60269 0.00
H 1.08350 -2.94193 -1.59764 0.00
H 2.19773 -3.40714 -3.75393 0.00
H 4.15348 -2.06031 -4.44890 0.00
H 5.01303 -0.27777 -2.96454 0.00
H 3.91685 0.16637 -0.80525 0.00
H 1.70899 0.90850 2.62127 0.02
H 3.32332 1.14083 4.48052 0.00
H 5.32832 -0.30804 4.56106 0.00
H 5.70710 -1.98932 2.78508 0.00
H 4.07868 -2.24270 0.96118 0.00
C -4.34737 -4.52082 -3.45212 0.00
C -3.45450 -3.50942 -2.80025 0.00
C -2.37225 -2.94572 -3.48013 0.00
C -1.61136 -2.02749 -2.78313 0.02
N -1.88111 -1.71490 -1.52292 -0.02
C -2.92912 -2.32289 -0.92932 0.03
S -3.13609 -1.90434 0.73694 -0.01
N -3.73238 -3.19653 -1.53938 0.00
H -4.28244 -4.47499 -4.53839 0.00
H -5.37613 -4.36299 -3.13514 0.00
H -4.05329 -5.52209 -3.13177 0.00
H -2.15679 -3.20082 -4.50741 0.00
H -0.76991 -1.51337 -3.23755 0.00
S -3.14550 2.13688 4.04719 0.00
C -2.81214 1.42930 2.50677 0.01
N -1.89012 0.53154 2.47258 0.05
C -1.36721 0.32012 3.73858 -0.01
C -0.36251 -0.59490 4.04303 -0.02
C 0.06332 -0.69192 5.34968 0.00
C -0.49912 0.10861 6.35278 0.00
C -1.49692 1.01776 6.06574 0.00
C -1.92809 1.11635 4.74439 0.00
H -3.34854 1.73848 1.62236 0.01
H 0.06289 -1.19954 3.25341 0.04
H 0.84661 -1.39277 5.60720 0.00
H -0.14721 0.01163 7.37149 0.00
H -1.92924 1.63275 6.84320 0.00
```